Record 1
This record from the Open Molecules 2025 dataset describes a 2-piece molecular cluster, C9H19FO2PS overall at a distorted geometry. The level of theory is ωB97M-V/def2-TZVPD.

Summary:
- Spin multiplicity: 1
- Electronic energy: -36566.66285 eV
- Kohn-Sham gap: 6.713 eV
- LUMO: -0.198 hartree
- HOMO energy: -12.105 eV
- Total charge: +1

Cartesian coordinates (Å):
C: -0.8970 -1.5668 -1.1362
C: 0.6525 -1.1377 -1.4489
C: 1.7894 -2.2083 -0.9268
S: 2.3950 -1.5946 0.7748
F: 2.8522 0.0484 0.5957
P: 0.6479 -1.6090 1.9961
C: 0.7522 -0.4580 3.5092
C: 0.0019 -3.3519 2.4028
H: -1.0937 -2.7371 -1.2103
H: -1.5772 -1.0284 -1.9472
H: -1.3068 -1.1814 -0.0848
H: 0.7699 -1.0839 -2.6281
H: 0.8445 -0.0700 -1.0108
H: 2.7185 -2.3133 -1.6690
H: 1.2690 -3.2598 -0.7454
H: -0.0468 0.4099 3.3218
H: 1.8019 0.0889 3.6484
H: 0.3902 -0.9733 4.5230
H: 0.5115 -3.8844 3.3100
H: 0.1395 -4.0380 1.4422
H: -1.1747 -3.3040 2.5806
O: -0.9146 1.5031 0.9271
C: -1.0230 2.0904 -0.1366
O: -2.0129 1.8570 -1.0475
C: -1.7688 2.6396 -2.2153
C: -0.8814 3.7682 -1.7594
C: -0.0766 3.1302 -0.6555
H: -1.2835 2.0062 -2.9652
H: -2.7175 3.0044 -2.6196
H: -0.2686 4.1855 -2.5628
H: -1.4944 4.5783 -1.3457
H: 0.8209 2.6371 -1.0391
H: 0.1806 3.8527 0.1225

Atom charges from the Mulliken analysis, given in e for atoms 1 to 5: -0.816, -0.053, -0.477, 0.312, -0.227

Record 2
This record from the Open Molecules 2025 dataset describes an isolated ion of composition C5H10NO and charge +1 at a distorted geometry. The level of theory is ωB97M-V/def2-TZVPD.

Summary:
- Spin multiplicity: 1
- Electronic energy: -8875.16129 eV
- Relative energy (zero: lowest compared OMol25 entry of this formula, charge and spin): 329.9 kJ/mol
- Kohn-Sham gap: 8.712 eV
- LUMO: -0.147 hartree
- HOMO energy: -12.718 eV
- Total charge: +1

Cartesian coordinates (Å):
O: -1.7122 0.3982 -2.9816
C: -2.4408 0.0576 -2.1376
C: -1.7675 -0.1526 -0.8114
C: -0.3712 0.4403 -0.6982
C: 0.2337 0.1223 0.7218
C: 1.6047 0.0882 0.8058
N: 2.3628 -0.2137 1.8895
H: -3.4467 -0.2333 -2.1739
H: -2.2844 0.1491 0.0827
H: -1.8230 -1.2296 -0.7550
H: 0.3076 0.0397 -1.5203
H: -0.3451 1.6378 -0.6945
H: -0.3778 0.0766 1.5199
H: 2.1980 0.0754 -0.0228
H: 2.7746 -1.1319 1.7008
H: 1.8958 -0.4462 2.7522
H: 3.1915 0.3219 2.3227

Atom charges from the Mulliken analysis, given in e for atoms 1 to 5: -0.425, -0.083, -0.733, -0.226, -0.403

Record 3
This record from the Open Molecules 2025 dataset describes C8H18I2NO2P2Ru as an isolated structure at a distorted geometry. The level of theory is ωB97M-V/def2-TZVPD.

Summary:
- Spin multiplicity: 6
- Electronic energy: -51515.61213 eV
- Relative energy (zero: lowest compared OMol25 entry of this formula, charge and spin): 66.3 kJ/mol
- Kohn-Sham gap (spin up / spin down): 7.394 / 4.700 eV
- LUMO (spin up / spin down): -0.293 / -0.417 hartree
- ⟨S²⟩: 8.780
- HOMO energy (spin up / spin down): -15.365 / -16.051 eV
- Total charge: +2

Cartesian coordinates (Å):
I: 1.9732 2.7273 -1.2594
I: 0.7211 0.2198 -2.8028
Ru: -0.0597 -0.2186 -0.3242
P: 1.9970 -0.9124 0.2513
C: 2.2310 -2.6660 -0.1678
C: 3.5148 -0.0471 -0.2492
H: 4.3759 -0.4023 0.3388
H: 3.1472 -1.2930 2.3682
H: 3.3579 1.0353 -0.0482
H: 2.0869 0.1418 2.4038
H: 2.1482 -2.7872 -1.2541
H: 3.6737 -0.2015 -1.3215
C: 2.1753 -0.8928 2.0643
H: 3.2273 -2.9894 0.1641
H: 1.3668 -1.4699 2.5192
H: 1.4546 -3.2631 0.3300
P: -1.7603 1.2292 -0.6073
C: -3.1907 0.3960 -1.3670
C: -2.3961 1.7171 1.0303
H: -0.6777 3.3323 -0.9723
H: -2.4547 3.4603 -1.2373
H: -1.4104 2.6923 -2.4960
C: -1.5611 2.8421 -1.4201
H: -1.5935 2.2382 1.5597
H: -3.2608 2.3809 0.9264
H: -4.0244 1.1073 -1.4536
H: -3.4863 -0.4582 -0.7403
H: -2.6667 0.8270 1.6060
H: -2.9030 0.0385 -2.3637
C: -0.8290 -1.7845 -0.8870
O: -1.3276 -2.8123 -1.1226
O: -1.9196 -2.1896 2.8138
C: -1.2862 -1.4017 2.1714
N: -0.6431 -0.5958 1.5474

Atom charges from the Mulliken analysis, given in e for atoms 1 to 5: 0.102, 0.194, -0.039, 1.244, -1.309